1.
Below is a molecular structure, C32H41BrClF9MnN4O5PSi, with properties calculated with wB97M-V/def2-TZVPD.

Results
- Orbital gap (alpha / beta): 5.146 / 5.467 eV
- Relative energy (zero: lowest compared OMol25 entry of this formula, charge and spin): 0.0 kcal/mol
- DFT total energy: -205562.1638 eV
- HOMO (alpha / beta): -4.0 / -4.3 eV
- Molar mass: 962.040 g/mol
- <S²>: 8.7577

```
! wB97M-V def2-TZVPD RIJCOSX def2/J DEFGRID3
* xyz -1 6
Mn 0.613 0.760 -0.208
Br -2.626 0.360 4.167
C -2.008 2.067 3.547
C -1.996 3.103 4.461
C -1.605 4.343 3.981
C -1.270 4.478 2.648
C -1.279 3.351 1.830
N -1.644 2.146 2.288
C -0.887 3.534 0.358
O -1.317 4.560 -0.159
O -0.134 2.660 -0.162
H -2.283 2.941 5.489
H -1.576 5.197 4.646
H -0.995 5.426 2.210
C -5.364 -1.774 -1.046
N -5.147 -0.981 0.240
C -5.385 0.500 -0.093
N -4.550 0.929 -1.146
C -4.740 0.109 -2.340
N -4.517 -1.315 -2.081
C -3.093 -1.600 -1.825
P -2.369 -0.664 -0.386
C -3.754 -1.200 0.780
C -3.131 0.992 -0.755
H -6.415 -1.633 -1.311
H -5.170 -2.819 -0.805
H -5.836 -1.274 0.933
H -5.189 1.058 0.823
H -6.440 0.569 -0.369
H -4.032 0.437 -3.101
H -5.766 0.240 -2.698
H -2.545 -1.358 -2.731
H -2.980 -2.672 -1.637
H -3.683 -0.645 1.714
H -3.658 -2.265 1.002
H -2.560 1.437 -1.567
H -3.024 1.627 0.126
Cl 3.773 -2.819 -6.012
C 2.482 -1.989 -5.176
C 2.469 -1.978 -3.794
C 1.445 -1.309 -3.142
C 0.446 -0.668 -3.864
C 0.479 -0.699 -5.253
C 1.499 -1.356 -5.921
C -0.684 0.051 -3.168
O -1.665 0.411 -3.828
O -0.600 0.157 -1.895
H 3.259 -2.462 -3.237
H 1.435 -1.267 -2.062
H -0.305 -0.192 -5.798
H 1.544 -1.378 -7.001
C 3.271 -1.624 0.508
Si 1.688 -1.033 1.400
C 0.729 -2.710 1.731
C 0.485 -3.319 0.344
C 1.492 -3.731 2.577
C -0.634 -2.470 2.380
C 2.386 -0.284 3.061
C 3.611 -1.030 3.603
C 1.329 -0.208 4.162
C 2.821 1.150 2.740
H 3.744 -2.483 0.994
H 3.998 -0.809 0.478
H 3.076 -1.885 -0.535
H 1.419 -3.589 -0.153
H -0.043 -2.617 -0.310
H -0.123 -4.231 0.428
H 2.483 -3.940 2.168
H 0.943 -4.683 2.619
H 1.623 -3.387 3.605
H -1.196 -1.724 1.817
H -0.549 -2.104 3.402
H -1.216 -3.405 2.408
H 3.389 -2.068 3.857
H 3.978 -0.539 4.515
H 4.429 -1.035 2.881
H 1.014 -1.194 4.510
H 0.439 0.327 3.819
H 1.728 0.332 5.031
H 3.568 1.184 1.943
H 3.257 1.623 3.631
H 1.975 1.763 2.416
F 5.405 2.126 -2.649
C 4.555 1.449 -1.853
F 5.067 1.481 -0.609
F 4.581 0.175 -2.252
C 3.092 2.005 -1.853
O 2.293 1.091 -1.315
C 3.082 3.359 -1.056
F 4.211 4.083 -1.235
F 2.059 4.139 -1.411
F 2.974 3.125 0.256
C 2.682 2.322 -3.329
F 1.363 2.463 -3.435
F 3.253 3.448 -3.808
F 3.048 1.327 -4.155
*
```

---

2.
Below is a single C8H12 molecule, with properties calculated with wB97M-V/def2-TZVPD.

Results
- SMILES: C=C/C=C(\C)C(=C)C
- Orbital gap: 9.339 eV
- Relative energy (zero: lowest compared OMol25 entry of this formula, charge and spin): 15.5 kcal/mol
- DFT total energy: -8488.9092 eV
- HOMO: -8.4 eV
- Molar mass: 108.184 g/mol

```
! wB97M-V def2-TZVPD RIJCOSX def2/J DEFGRID3
* xyz 0 1
C 1.089 1.787 2.845
C 0.845 0.722 2.086
C 0.494 0.771 0.667
C -0.080 -0.223 -0.014
C -0.583 -1.486 0.629
C -0.374 -0.047 -1.457
C -1.140 0.947 -1.881
C 0.058 -1.181 -2.366
H 1.027 2.772 2.392
H 1.362 1.684 3.881
H 0.962 -0.271 2.499
H 0.786 1.653 0.107
H -1.254 -2.043 -0.016
H 0.219 -2.201 0.837
H -1.036 -1.223 1.582
H -1.448 1.658 -1.126
H -1.449 1.126 -2.902
H -0.786 -1.819 -2.618
H 0.789 -1.812 -1.868
H 0.519 -0.814 -3.277
*
```

---

3.
Below is a molecular structure, C25H24FIrN4O3 in a non-equilibrium geometry, with properties calculated with wB97M-V/def2-TZVPD.

Results
- Orbital gap (alpha / beta): 5.685 / 6.822 eV
- Relative energy (zero: lowest compared OMol25 entry of this formula, charge and spin): 85.2 kcal/mol
- DFT total energy: -43965.7892 eV
- HOMO (alpha / beta): -10.3 / -11.0 eV
- Molar mass: 639.707 g/mol
- <S²>: 1.0245

```
! wB97M-V def2-TZVPD RIJCOSX def2/J DEFGRID3
* xyz 1 2
Ir 1.904 1.556 -0.735
C -1.094 -2.079 5.248
C -2.143 -1.700 4.207
C -3.316 -0.981 4.868
C -4.352 -0.609 3.817
C -3.704 0.254 2.779
C -4.447 1.156 2.049
C -3.833 1.953 1.086
F -4.587 2.784 0.358
C -2.478 1.898 0.870
C -1.708 0.977 1.590
C -0.278 0.891 1.304
O 0.255 1.793 0.604
C 0.360 -0.249 1.862
C -0.316 -1.040 2.757
N -1.568 -0.838 3.164
C -2.322 0.128 2.535
C 1.790 -0.712 1.555
O 2.173 -1.704 2.153
O 2.474 -0.072 0.708
H -1.587 -2.557 6.090
H -0.579 -1.193 5.610
H -0.361 -2.780 4.861
H -2.517 -2.609 3.716
H -2.959 -0.075 5.363
H -3.750 -1.632 5.626
H -5.188 -0.079 4.273
H -4.754 -1.512 3.347
H -5.510 1.240 2.218
H -1.999 2.531 0.141
H 0.230 -1.881 3.155
N 5.898 2.609 -2.175
C 5.920 1.246 -2.125
C 4.726 0.870 -1.589
N 3.985 1.988 -1.319
C 4.721 3.019 -1.679
H 6.644 3.196 -2.519
H 6.748 0.661 -2.470
H 4.353 -0.109 -1.354
H 4.438 4.049 -1.586
C 0.163 2.011 -4.411
C 0.206 0.522 -4.434
C -0.222 -0.232 -5.495
C -0.153 -1.625 -5.469
C 0.362 -2.285 -4.355
C 0.804 -1.594 -3.255
C 1.364 -2.251 -2.043
C 0.742 -0.143 -3.260
N 1.157 0.536 -2.261
H -0.254 2.410 -5.331
H 1.170 2.407 -4.271
H -0.436 2.352 -3.567
H -0.620 0.264 -6.369
H -0.500 -2.193 -6.317
H 0.415 -3.364 -4.357
H 1.376 -3.332 -2.144
H 0.779 -1.977 -1.165
H 2.378 -1.896 -1.860
*
```

---

4.
Below is a molecular structure, C17H20N3OY in a non-equilibrium geometry, with properties calculated with wB97M-V/def2-TZVPD.

Results
- Orbital gap: 3.084 eV
- Relative energy (zero: lowest compared OMol25 entry of this formula, charge and spin): 21.3 kcal/mol
- DFT total energy: -25511.4738 eV
- HOMO: 1.9 eV
- Molar mass: 371.273 g/mol

```
! wB97M-V def2-TZVPD RIJCOSX def2/J DEFGRID3
* xyz -2 1
Y 0.000 0.000 0.000
C 0.695 -1.653 1.627
C -0.712 -1.656 1.649
C -1.170 -2.104 0.399
H -1.328 -1.315 2.460
C -0.048 -2.388 -0.400
C 1.106 -2.114 0.357
H 2.122 -2.236 0.026
H 1.336 -1.339 2.432
H -2.197 -2.135 0.081
H -0.068 -2.703 -1.429
C 1.498 1.757 0.743
C 2.299 0.663 0.404
C 2.135 0.413 -0.980
H 2.902 0.086 1.083
C 1.280 1.405 -1.498
C 0.865 2.219 -0.438
H 0.150 3.020 -0.486
H 1.345 2.154 1.730
H 2.601 -0.373 -1.548
H 0.934 1.457 -2.516
O -1.134 -0.024 -1.446
C -0.756 0.290 -4.408
C -2.013 0.490 -3.639
C -0.286 -1.087 -4.687
C -0.134 1.445 -5.100
C -1.788 0.958 -2.197
H -2.597 -0.433 -3.596
H -2.643 1.243 -4.123
H -1.242 1.906 -2.198
H -2.752 1.154 -1.714
H -0.785 -1.526 -5.565
H -0.495 -1.750 -3.849
H 0.785 -1.121 -4.894
H -0.577 1.622 -6.092
H 0.935 1.299 -5.266
H -0.263 2.374 -4.542
N -0.525 0.853 2.202
C -0.575 0.808 3.359
N -0.716 0.588 4.731
C -0.208 1.419 5.714
N 0.207 2.093 6.554
*
```

---

5.
Below is 3 unconnected molecules or ions with the total composition C3H14NO2 in a non-equilibrium geometry, with properties calculated with wB97M-V/def2-TZVPD.

Results
- Orbital gap (alpha / beta): 12.063 / 5.823 eV
- Relative energy (zero: lowest compared OMol25 entry of this formula, charge and spin): 6.2 kcal/mol
- DFT total energy: -8902.0829 eV
- HOMO (alpha / beta): -19.7 / -19.7 eV
- Molar mass: 96.150 g/mol
- <S²>: 0.7541

```
! wB97M-V def2-TZVPD RIJCOSX def2/J DEFGRID3
* xyz 2 2
C 0.679 1.474 -0.754
C 0.378 0.111 -1.258
N -0.322 -0.609 -0.126
C -0.462 -2.072 -0.367
H -0.213 1.902 -0.276
H 1.293 2.054 -1.435
H 1.335 1.457 0.271
H 1.285 -0.440 -1.478
H -0.363 0.094 -2.066
H 0.236 -0.315 0.660
H -1.219 -0.126 0.052
H 0.485 -2.533 -0.152
H -1.210 -2.505 0.255
H -0.634 -2.244 -1.428
H -3.341 0.290 1.290
H -2.468 1.492 1.705
O -2.421 0.638 1.240
H 1.839 0.651 1.898
H 3.058 0.327 0.984
O 2.065 0.357 0.985
*
```

---

6.
Below is 2 unconnected molecules or ions with the total composition C3H4N2O, with properties calculated with wB97M-V/def2-TZVPD.

Results
- Orbital gap: 9.447 eV
- Relative energy (zero: lowest compared OMol25 entry of this formula, charge and spin): 140.7 kcal/mol
- DFT total energy: -8197.7859 eV
- HOMO: -9.1 eV
- Molar mass: 84.078 g/mol

```
! wB97M-V def2-TZVPD RIJCOSX def2/J DEFGRID3
* xyz 0 1
O -2.639 0.281 1.168
C -1.439 0.761 0.933
C -0.323 1.167 0.739
C 2.411 -0.353 -0.531
N 1.402 -0.959 -0.752
N 0.365 -1.494 -1.149
H -3.303 0.937 0.910
H 0.667 1.508 0.529
H 3.222 -0.659 0.114
H -0.393 -1.209 -0.518
*
```